# 1
C25H26N4O5 | wB97M-V/def2-TZVPD

Structure (XYZ):
```
60
Properties=species:S:1:pos:R:3:forces:R:3
C 8.7224 1.2192 1.4155 -0.03 0.02 0.05
C 8.6399 2.0527 0.1803 -0.05 -0.05 -0.01
C 7.6113 2.1480 -0.6545 0.14 0.31 -0.09
C 6.3069 1.4438 -0.5357 0.21 -0.22 0.08
O 5.2479 2.0272 -0.6323 -0.15 0.11 -0.04
N 6.4356 0.0941 -0.3423 0.34 -0.12 -0.03
C 5.4382 -0.8719 -0.1996 -0.26 -0.29 0.06
C 4.0870 -0.5482 -0.1723 -0.29 0.01 0.01
C 3.1315 -1.5506 -0.0259 0.76 -0.47 0.02
C 3.5327 -2.8821 0.0984 -0.08 0.13 -0.01
C 4.8768 -3.1977 0.0750 -0.02 0.02 0.00
C 5.8287 -2.2048 -0.0732 -0.03 0.20 -0.02
H 6.8794 -2.4589 -0.0923 0.11 -0.03 0.00
H 5.1913 -4.2258 0.1719 0.03 -0.08 0.01
H 2.7793 -3.6440 0.2117 -0.05 -0.13 0.02
C 1.7232 -1.2100 -0.0045 -0.92 0.62 -0.03
N 0.8027 -2.0845 0.1101 0.80 -0.50 0.04
O -0.4302 -1.5108 0.0990 -0.59 0.31 0.03
C -0.3293 -0.0687 -0.0440 0.13 0.54 -0.04
C -1.0681 0.5912 1.1201 0.27 -0.09 0.21
N -2.4550 0.6010 0.7052 0.46 -0.03 -0.10
C -3.4425 0.3902 1.6160 -0.16 0.11 0.04
O -3.1927 0.2563 2.7994 -0.05 -0.12 0.19
C -4.8258 0.3395 1.0655 -0.29 0.18 0.18
C -5.6076 -0.7870 1.3084 -0.03 0.11 -0.02
C -6.8875 -0.8680 0.8102 -0.09 0.02 -0.07
C -7.4270 0.1874 0.0717 0.16 0.03 0.07
C -6.6661 1.3343 -0.1283 -0.38 0.04 -0.14
C -5.3767 1.4027 0.3659 0.18 -0.24 0.20
H -4.8024 2.3049 0.2140 0.08 0.07 -0.07
H -7.0617 2.1768 -0.6727 -0.07 0.05 -0.05
O -8.6919 0.0022 -0.3882 0.20 -0.21 0.19
C -9.2640 0.9976 -1.2021 -0.10 0.17 -0.13
H -8.6610 1.1759 -2.0977 -0.02 0.00 0.04
H -10.2404 0.6140 -1.4942 0.07 0.07 0.00
H -9.3952 1.9378 -0.6562 0.02 -0.04 -0.03
H -7.4970 -1.7427 0.9733 -0.07 -0.11 0.02
H -5.1924 -1.6024 1.8813 0.02 -0.08 0.06
C -2.5900 0.5523 -0.7409 -0.49 0.13 -0.47
H -3.0278 1.4791 -1.1291 0.01 -0.26 -0.03
C -1.1499 0.3798 -1.2610 0.06 -0.14 0.18
H -1.0957 -0.3516 -2.0669 0.07 0.05 -0.02
H -0.7620 1.3311 -1.6250 0.00 0.01 0.02
C -3.4961 -0.5955 -1.2235 0.18 0.30 -0.03
O -4.3630 -0.4167 -2.0496 -0.14 0.08 -0.30
N -3.2100 -1.7901 -0.6817 0.04 -0.54 0.16
H -3.7426 -2.5920 -0.9746 0.00 0.07 -0.04
H -2.4064 -1.9268 -0.0889 -0.01 -0.06 -0.05
H -0.9739 0.0360 2.0562 0.10 0.09 -0.11
H -0.7047 1.6149 1.2716 0.08 -0.07 0.02
C 1.1783 0.1958 -0.1186 -0.19 -0.35 0.06
H 1.5274 0.8218 0.7035 0.05 0.06 -0.03
H 1.4734 0.6576 -1.0614 0.04 0.06 0.03
H 3.7964 0.4834 -0.2702 -0.02 0.04 -0.01
H 7.3789 -0.2684 -0.3429 -0.14 0.17 -0.04
H 7.6407 2.8565 -1.4705 0.03 0.06 -0.07
H 9.5193 2.6544 -0.0141 0.00 0.11 -0.13
H 9.1071 1.8262 2.2336 0.03 -0.03 0.08
H 9.4245 0.3966 1.2702 0.05 -0.08 0.07
H 7.7558 0.8172 1.7069 0.01 -0.05 0.08
```
Forces are in eV/Å.

HOMO-LUMO gap = 0.31972 Eh
HOMO energy = -8.380 eV
Energy relative to the best compared isomer or geometry (same formula, charge and spin) = 15.3 kcal per mole
SMILES = C/C=C\C(=O)Nc1cccc(C2=NO[C@@]3(C2)C[C@@H](C(N)=O)N(C(=O)c2ccc(OC)cc2)C3)c1

Atom charges from the natural (NBO) analysis, given in e for atoms 1 to 6:
1. C -0.67
2. C -0.13
3. C -0.31
4. C 0.65
5. O -0.60
6. N -0.60

***

# 2
C20H27N6S2V | wB97M-V/def2-TZVPD

Structure (XYZ):
```
56
Properties=species:S:1:pos:R:3:forces:R:3
V -1.1816 0.7696 0.9058 -1.74 -1.11 -1.48
C -4.1902 0.3694 1.2647 -0.82 -0.24 0.26
C -3.6199 -0.4467 2.4548 1.09 0.44 -0.15
N -2.1127 -0.4080 2.4479 -0.27 -2.95 -0.03
C -1.5469 -1.8218 2.5279 -0.02 0.48 0.71
C -1.7658 -2.7254 1.2875 -0.90 1.03 0.64
S -1.4013 -1.8929 -0.2962 1.02 -0.42 0.62
C -2.9784 -1.5666 -1.0119 -0.06 0.37 -1.80
C -3.4077 -0.1275 -1.0731 0.59 1.08 0.50
N -3.2243 0.6717 0.1592 -1.64 -0.50 0.37
H -5.0742 -0.2184 0.9005 0.52 0.63 -0.06
H -4.5871 1.3030 1.7299 0.46 -0.43 -0.83
H -3.9358 0.0325 3.3882 -0.15 -0.16 -0.17
H -4.0050 -1.4827 2.4744 0.35 0.36 -0.13
H -1.8042 0.0506 3.2900 0.18 0.36 -0.02
H -0.4315 -1.7714 2.6949 -1.19 0.33 -0.04
H -2.0302 -2.3026 3.4268 0.61 0.04 -0.72
H -1.0164 -3.4988 1.4403 -0.36 -0.45 -0.41
H -2.8203 -3.1088 1.2490 1.07 0.03 -0.01
H -2.8200 -1.7747 -2.0915 -0.20 -0.39 0.52
H -3.7777 -2.1999 -0.6975 -0.37 -0.70 0.59
H -2.7794 0.3986 -1.8017 -0.09 -0.14 0.05
H -4.4325 -0.0990 -1.4174 -0.56 0.07 -0.15
H -3.4165 1.6222 -0.1332 0.34 0.24 0.23
S -0.3804 1.8517 -1.1654 0.02 -0.67 -0.23
C 0.8245 0.5384 -1.0581 -0.06 1.74 -1.46
N 1.5882 0.2365 -2.0795 0.96 -0.99 0.19
N 1.4896 0.8522 -3.2673 -2.18 1.51 0.17
C 2.4404 0.7149 -4.2115 2.86 -2.47 2.21
C 3.6458 -0.0341 -3.8709 -1.00 -0.25 0.05
C 4.4415 -0.5540 -4.8681 0.10 0.33 -0.20
C 4.1518 -0.2772 -6.1947 -0.14 0.56 -0.74
C 3.0672 0.5431 -6.5299 0.36 -0.65 0.29
C 2.2794 1.0552 -5.5037 -2.04 0.72 -2.63
N 1.2368 0.0100 0.1009 1.51 -1.12 -0.28
N 0.7320 0.5318 1.1896 0.88 0.20 2.26
C 1.5131 0.4542 2.3474 0.76 0.39 -0.55
C 1.2092 1.1882 3.5482 1.62 -1.88 -0.92
C 2.1533 1.2248 4.5993 -3.17 0.59 0.16
C 3.3884 0.7046 4.4545 0.84 -2.56 -1.04
C 3.6905 -0.1342 3.2520 -0.71 2.28 2.56
C 2.7879 -0.2381 2.2390 -0.53 0.45 -0.39
H 0.6760 1.4685 -3.4758 0.67 -0.56 0.56
H 3.7460 -0.3835 -2.8527 0.06 0.30 0.06
H 5.3149 -1.2148 -4.7550 -0.53 0.40 0.73
H 4.8487 -0.7094 -6.8924 -0.25 0.02 -0.67
H 2.6846 0.6483 -7.5501 0.56 0.18 0.25
H 1.3041 1.5045 -5.7971 0.77 -0.06 0.22
H 0.2721 1.6346 3.6945 -1.14 0.52 -0.17
H 1.6665 1.5760 5.5746 1.46 -0.13 -1.22
H 3.9407 0.6059 5.3768 0.79 0.03 -0.21
H 4.6642 -0.5639 3.2676 0.55 -0.52 -0.40
H 2.9915 -0.7305 1.2623 -0.11 0.29 1.07
C -1.3906 2.1944 1.8955 -0.74 2.50 1.21
H -0.4440 2.7135 1.8292 0.32 0.70 0.19
H -2.1739 2.8160 2.3218 -0.37 0.21 0.43
```
Forces are in eV/Å.

HOMO-LUMO gap (spin up / spin down) = 0.16383 / 0.19975 Eh
HOMO energy (spin up / spin down) = -2.088 / -3.078 eV
Energy relative to the best compared isomer or geometry (same formula, charge and spin) = 15.1 kcal per mole
Total charge = -1
2S+1 = 4

Atom charges from the natural (NBO) analysis, given in e for atoms 1 to 6:
1. V 0.64
2. C -0.23
3. C -0.24
4. N -0.61
5. C -0.23
6. C -0.54

***

# 3
C20H28N2OS | wB97M-V/def2-TZVPD

Structure (XYZ):
```
52
Properties=species:S:1:pos:R:3:forces:R:3
C 4.7037 -1.5973 2.6774 2.17 9.11 -0.55
H 4.6036 -2.5581 2.7559 -0.20 -5.53 0.22
H 3.7523 -1.0639 2.9665 1.09 -0.64 0.34
H 5.6310 -1.1294 3.1792 -1.60 -1.15 0.45
C 4.9546 -0.9872 1.2262 -3.61 -9.20 -1.31
C 3.6925 -1.7198 0.5525 -0.42 1.66 -0.15
C 3.6433 -2.7370 -0.3364 -3.62 2.38 0.99
S 2.0746 -2.8520 -1.1482 1.19 -0.08 1.49
C 1.5658 -1.6987 0.0367 -3.07 -1.34 -0.53
N 2.4081 -1.1555 0.8155 1.73 -0.42 0.21
C 0.0383 -1.5557 0.0860 3.18 5.06 4.19
N -0.4729 -1.4453 -1.1924 -5.53 -0.39 -0.06
C -1.9639 -1.4013 -0.9536 1.07 -10.98 -3.28
C -2.8305 -0.3944 -0.6203 2.22 6.29 5.82
H -2.4526 -0.0762 0.4351 -1.30 -0.96 -0.53
H -3.8456 -0.6224 -0.5261 -1.53 -0.42 -0.25
C -2.4338 0.9806 -1.2004 0.37 -7.14 -6.63
C -0.8769 0.9811 -1.3765 -5.17 -2.61 -8.36
C -0.3025 -0.2408 -2.0256 5.27 -0.98 8.25
H 0.8272 -0.2949 -1.8308 -0.81 1.62 -1.20
H -0.4123 -0.4834 -2.9603 -1.39 -0.88 -5.22
H -0.6118 1.5854 -2.1871 0.02 2.53 -0.67
H -0.5199 1.2296 -0.5663 4.33 2.28 7.99
C -3.0679 0.6556 -2.7220 -6.75 16.73 7.16
O -2.6146 1.9963 -3.8919 -3.13 0.33 5.15
H -3.1443 2.7551 -3.2988 2.19 -2.75 -2.69
H -2.6448 0.0447 -3.1365 7.91 -12.23 -7.86
H -4.1738 0.7132 -2.8359 0.96 -0.36 0.45
C -2.9666 2.0839 -0.5750 -7.32 -0.30 3.93
C -2.5978 2.3680 0.8153 2.63 0.94 -1.63
C -1.4025 3.1034 0.9151 -0.23 -0.15 9.08
C -0.8731 3.3609 2.3010 -10.36 -6.60 -3.33
C -1.7215 2.6876 3.3568 9.58 5.47 3.59
C -2.7824 2.0653 3.2115 -2.63 -1.08 -10.59
C -3.2252 1.8543 1.8675 -4.21 -2.10 -0.25
H -4.2674 1.1911 1.4478 3.03 1.95 2.12
H -3.3536 1.7013 3.8239 -5.42 -3.82 7.32
H -1.4658 2.6240 4.5219 0.47 1.07 -2.57
H -0.0677 3.7985 2.5176 6.31 3.50 1.56
H -0.8072 3.3894 0.1823 2.11 1.41 -3.70
H -4.2113 2.0723 -0.5522 2.94 -0.17 -0.50
H -2.6930 2.7865 -1.1763 1.25 5.35 -3.26
H -2.1989 -2.4799 -0.3450 0.45 2.99 -1.04
H -2.2838 -1.8127 -1.9274 -0.25 0.15 -0.25
H 0.0510 -0.4982 0.7152 -0.40 -1.56 -1.28
H -0.5551 -2.0861 0.8769 0.83 -0.63 -1.41
H 4.3662 -3.1023 -0.8740 4.36 -2.17 -2.31
C 4.8805 0.4262 1.1106 13.77 -4.18 -6.97
H 4.1017 0.8412 1.2391 -9.98 5.85 3.08
H 5.9358 0.5651 1.4868 -1.46 2.04 0.36
H 5.0686 0.5963 -0.1444 -0.47 -0.14 3.24
H 5.7456 -1.6530 0.6488 -0.59 2.23 1.44
```
Forces are in eV/Å.

HOMO-LUMO gap = 0.33739 Eh
HOMO energy = -8.554 eV
Energy relative to the best compared isomer or geometry (same formula, charge and spin) = 404.0 kcal per mole

Atom charges from the natural (NBO) analysis, given in e for atoms 1 to 6:
1. C -0.58
2. H 0.20
3. H 0.22
4. H 0.19
5. C -0.21
6. C 0.17

***

What are the electronic energy values for these records? In order: -42544.609 -77472.624 -37040.181 eV.